1.
Below is the molecule C2H5NO3 in a non-equilibrium geometry, with properties calculated with ωB97M-V with the def2-TZVPD basis set.

Calculated values
Net charge = 0
Orbital gap = 0.29527 Eh
SMILES = CO/C(O)=N\O
Energy above the lowest of the compared OMol25 structures with the same formula, charge and spin = 119.4 kcal/mol
HOMO level = -7.44 eV
Max |F| = 2.87 eV Å⁻¹

XYZ file:
```
11
C2H5NO3 (ωB97M-V with the def2-TZVPD basis set)
H -2.732 0.125 0.235
H 1.256 2.466 -0.372
O -0.764 -0.924 0.176
H 0.662 -2.378 -0.031
N -0.004 1.081 -0.574
H 1.437 -0.984 -0.807
C 0.843 -1.312 0.038
O 1.042 1.679 0.147
C -0.894 0.372 0.005
O -2.120 0.874 0.198
H 1.274 -0.998 0.983
```

So, what does the Löwdin scheme give us? The charges, in e, come out as:
1. H 0.121
2. H 0.089
3. O -0.001
4. H 0.074
5. N -0.042
6. H 0.081
7. C 0.099
8. O -0.083
9. C -0.567
10. O 0.147
11. H 0.083

2.
Below is C12H15B3Be2F18N6NiO4S2 as an isolated structure in a non-equilibrium geometry, with properties calculated with ωB97M-V with the def2-TZVPD basis set.

Calculated values
Net charge = +1
Orbital gap (spin up / spin down) = 0.15855 / 0.19378 Eh
Spin multiplicity = 4
HOMO level (spin up / spin down) = -11.62 / -12.57 eV
Max |F| = 5.91 eV Å⁻¹

XYZ file:
```
63
C12H15B3Be2F18N6NiO4S2 (ωB97M-V with the def2-TZVPD basis set)
F -3.083 2.165 4.848
C 2.602 -3.560 2.804
F 2.126 0.754 1.241
C -2.198 -3.331 1.901
H -3.911 -2.747 -3.565
F -1.682 4.427 -1.081
F -3.613 3.069 2.962
H -1.374 -2.883 2.458
C -2.577 2.684 3.717
N 2.634 -0.706 -2.981
H 4.276 1.663 -4.020
B -1.258 3.300 -0.558
N -1.019 2.759 -6.054
C 4.239 1.360 -2.973
F -0.351 0.351 0.041
H -0.449 0.270 -4.278
O -2.491 1.192 1.453
H 0.638 0.143 -5.697
F -0.800 -1.893 -0.291
B -0.871 -0.592 -0.839
C 0.316 0.774 -4.869
C -3.131 -2.314 1.392
F 2.897 2.268 3.188
F -1.617 3.623 4.002
H 3.067 -2.588 2.973
C 3.327 0.229 -3.009
C 2.011 2.390 4.120
N -3.878 -1.544 0.939
N -0.071 1.653 2.432
F 2.108 -0.933 -0.160
H 5.259 1.066 -2.726
F -2.104 -0.380 -1.254
H 2.020 -3.917 3.654
F 1.478 3.623 4.046
F -0.049 -0.573 -1.883
C -0.438 1.885 -5.570
F -2.275 2.365 -0.775
Be -4.233 0.775 -0.407
O -2.013 -0.107 3.405
F 4.016 0.287 0.011
F 2.443 2.129 5.349
F -0.081 2.800 -1.035
Be 1.149 -2.622 -1.832
S -1.760 1.137 2.722
N -1.086 -3.601 -2.454
H -1.857 -3.981 1.095
F -1.161 3.394 0.736
B 2.605 0.278 0.072
H -2.822 -2.943 -4.982
C -2.957 -2.465 -4.011
H 3.396 -4.303 2.737
H -2.925 -3.868 2.510
C 1.831 -3.723 1.570
C -1.898 -3.096 -3.136
F 2.016 1.075 -0.839
O 1.120 -0.175 3.713
S 0.530 1.131 3.810
O -0.190 1.448 5.013
H 3.904 2.230 -2.409
N 1.274 -3.797 0.591
H -2.722 -1.405 -4.105
Ni 0.589 2.003 0.619
H 1.075 1.345 -4.334
```

So, what does the Löwdin scheme give us? The charges, in e, come out as:
1. F 0.140
2. C -0.012
3. F 0.180
4. C -0.036
5. H 0.102
6. F 0.269
7. F 0.149
8. H 0.087
9. C -0.528
10. N 0.181
11. H 0.097
12. B -1.517
13. N 0.128
14. C -0.014
15. F 0.144
16. H 0.054
17. O -0.398
18. H 0.079
19. F 0.096
20. B -1.504
21. C -0.062
22. C -0.240
23. F 0.172
24. F 0.123
25. H 0.102
26. C -0.211
27. C -0.656
28. N 0.142
29. N -0.323
30. F 0.191
31. H 0.110
32. F 0.191
33. H 0.100
34. F 0.127
35. F 0.195
36. C -0.268
37. F 0.079
38. Be 0.857
39. O -0.264
40. F 0.150
41. F 0.165
42. F 0.184
43. Be 1.140
44. S 0.759
45. N 0.163
46. H 0.080
47. F 0.239
48. B -1.470
49. H 0.095
50. C 0.007
51. H 0.094
52. H 0.094
53. C -0.212
54. C -0.158
55. F 0.164
56. O -0.281
57. S 0.579
58. O -0.265
59. H 0.106
60. N 0.167
61. H 0.090
62. Ni 0.981
63. H 0.065

3.
Below is C7H11NO2S as an isolated structure in a non-equilibrium geometry, with properties calculated with ωB97M-V with the def2-TZVPD basis set.

Calculated values
Net charge = 0
Orbital gap = 0.31795 Eh
Energy above the lowest of the compared OMol25 structures with the same formula, charge and spin = 81.0 kcal/mol
HOMO level = -8.21 eV
Max |F| = 3.73 eV Å⁻¹

XYZ file:
```
22
C7H11NO2S (ωB97M-V with the def2-TZVPD basis set)
C 1.222 -1.296 1.060
C 0.654 2.048 -0.130
C 1.813 -0.091 -0.914
C -1.315 0.488 0.002
H 1.310 -0.469 1.763
C 1.722 1.373 -0.562
H 1.980 -0.218 -2.054
H -4.000 -1.126 1.565
H -1.321 2.460 0.655
S -3.116 0.370 0.207
H -0.861 -1.982 -0.348
C -0.728 1.643 0.261
H 0.841 3.138 0.165
N 0.985 -1.058 -0.325
H 2.287 -1.785 1.158
H -0.331 -1.094 -1.789
O -3.626 0.043 -1.126
C -0.364 -1.106 -0.747
H 2.633 1.827 -0.942
H 0.448 -1.921 1.523
O -3.069 -0.976 1.216
H 2.837 -0.266 -0.640
```

So, what does the Löwdin scheme give us? The charges, in e, come out as:
1. C -0.094
2. C -0.097
3. C -0.234
4. C -0.226
5. H 0.078
6. C -0.085
7. H 0.159
8. H 0.081
9. H 0.090
10. S 0.869
11. H 0.096
12. C -0.164
13. H 0.117
14. N -0.265
15. H 0.122
16. H 0.083
17. O -0.480
18. C 0.003
19. H 0.104
20. H 0.089
21. O -0.347
22. H 0.103

4.
Below is a 2-piece molecular cluster, C32H39N3O6 overall in a non-equilibrium geometry, with properties calculated with ωB97M-V with the def2-TZVPD basis set.

Calculated values
Net charge = 0
Orbital gap = 0.09990 Eh
HOMO level = -5.57 eV
Max |F| = 3.49 eV Å⁻¹

XYZ file:
```
80
C32H39N3O6 (ωB97M-V with the def2-TZVPD basis set)
C -5.713 -0.639 -1.010
C -0.907 5.701 -0.803
H -3.561 0.701 1.288
H 2.977 -0.968 0.649
O 4.416 -4.495 -1.108
N -5.189 -1.960 -3.004
H -0.952 -4.027 -1.473
N 2.388 -4.113 -2.130
H -3.117 4.145 1.119
N 1.395 -2.708 -0.661
C -3.392 -1.244 -1.493
H 1.676 -1.825 -3.278
C 0.476 5.765 1.370
H 3.669 -5.294 -3.263
H -0.287 6.379 1.863
C 0.825 -2.503 -3.117
C -3.897 0.157 0.403
O -6.391 -1.865 -3.344
H -0.087 -1.918 -2.954
C -5.262 0.045 0.126
H -2.726 -1.796 -2.154
H 1.957 -5.833 -3.272
H 2.436 -4.413 -4.216
H 6.687 -3.181 3.044
C -3.327 1.900 3.876
C 2.751 -2.938 -0.137
C 0.611 -1.766 -0.098
H -1.098 0.386 0.502
H -2.920 0.883 3.886
O -0.790 2.001 3.281
H 8.148 -1.357 -0.600
O -4.346 -2.583 -3.691
H 4.343 -2.615 2.361
H 0.648 7.070 -0.283
C 1.116 -3.431 -1.924
C 4.947 -1.780 0.466
C -0.665 -1.453 -0.551
H 0.681 -3.116 -4.018
C 6.014 -1.321 -0.308
C -2.104 5.786 0.146
H 3.548 -1.157 -1.040
H -3.030 5.671 -0.433
H 0.292 -5.256 -1.078
H -2.963 2.464 4.745
H 1.256 5.438 -0.621
C 0.447 6.001 -0.128
H -1.061 6.492 -1.553
C 3.326 -3.932 -1.148
C -1.520 2.712 2.612
H -0.879 4.743 -1.336
C 0.236 4.274 1.746
C -1.485 -0.417 -0.119
C -4.765 -1.308 -1.802
C 2.627 -4.961 -3.282
C 5.187 -2.381 1.706
C -2.901 -0.467 -0.411
C -0.010 -4.481 -1.799
H -6.015 0.503 0.774
H -0.176 -4.955 -2.780
C 3.537 -1.620 -0.038
H 5.797 -0.727 -1.197
H -5.272 1.565 2.925
O -2.884 2.551 2.672
H 1.458 6.065 1.747
C 7.568 -2.357 1.239
H 1.010 -1.313 0.820
C -2.229 4.763 1.307
C -4.833 1.888 3.875
H -6.755 -0.659 -1.326
H -5.229 2.886 4.095
H 2.714 -3.445 0.851
H -1.095 -2.150 -1.268
C 7.322 -1.652 0.050
C 6.500 -2.682 2.088
O 1.189 3.564 2.045
H 8.589 -2.656 1.497
H -2.114 6.815 0.539
C -1.151 3.824 1.686
H -2.489 5.371 2.192
H -5.172 1.208 4.660
```

So, what does the Löwdin scheme give us? The charges, in e, come out as:
1. C 0.032
2. C -0.214
3. H 0.107
4. H 0.122
5. O 0.094
6. N -0.314
7. H 0.077
8. N -0.037
9. H 0.099
10. N 0.051
11. C 0.069
12. H 0.107
13. C -0.133
14. H 0.101
15. H 0.107
16. C 0.013
17. C 0.038
18. O 0.067
19. H 0.076
20. C -0.029
21. H 0.109
22. H 0.097
23. H 0.093
24. H 0.106
25. C -0.248
26. C -0.146
27. C 0.032
28. H 0.134
29. H 0.113
30. O 0.042
31. H 0.105
32. O 0.052
33. H 0.116
34. H 0.102
35. C -0.455
36. C -0.238
37. C -0.062
38. H 0.091
39. C -0.038
40. C -0.205
41. H 0.135
42. H 0.098
43. H 0.106
44. H 0.132
45. H 0.112
46. C -0.208
47. H 0.099
48. C -0.367
49. C -0.490
50. H 0.103
51. C -0.409
52. C 0.081
53. C -0.141
54. C -0.004
55. C -0.039
56. C -0.167
57. C 0.016
58. H 0.113
59. H 0.095
60. C -0.082
61. H 0.114
62. H 0.053
63. O -0.099
64. H 0.112
65. C -0.081
66. H 0.161
67. C -0.200
68. C -0.075
69. H 0.126
70. H 0.081
71. H 0.172
72. H 0.063
73. C -0.072
74. C -0.070
75. O 0.006
76. H 0.105
77. H 0.106
78. C -0.108
79. H 0.115
80. H 0.076